1.
{
  "formula": "C6H14N2O2",
  "method": "ωB97M-V with the def2-TZVPD basis set",
  "species": ["O", "C", "H", "H", "H", "H", "H", "C", "O", "N", "H", "H", "H", "N", "C", "H", "H", "H", "C", "H", "H", "C", "H", "C"],
  "xyz": [[-1.452, 2.934, 1.677], [-1.300, 1.737, 1.590], [-1.132, -2.425, -1.515], [0.518, 2.997, 0.362], [1.699, 1.887, 0.881], [-2.946, 0.381, 1.358], [2.671, -0.237, -0.863], [2.187, -0.301, -1.842], [-0.059, -0.712, -2.557], [-0.213, 1.161, 0.992], [0.802, 1.706, -0.749], [-0.242, 0.201, 0.687], [-1.830, -0.201, 2.521], [0.605, -1.676, -0.639], [-2.265, 0.720, 2.153], [1.319, -1.966, 0.004], [2.339, 0.619, -2.347], [-2.910, 1.203, 2.874], [0.824, 1.948, 0.299], [-0.300, -3.510, -0.330], [2.772, -1.024, -2.411], [0.813, -0.874, -1.724], [-1.298, -2.071, 0.153], [-0.602, -2.496, -0.571]],
  "atomic_forces_ev_per_a": [[-0.1, 0.3, 0.1], [0.5, -0.9, -0.1], [0.2, -0.3, -0.2], [-0.1, -0.1, 0.0], [1.6, -0.4, -0.1], [0.2, 0.3, -0.1], [-0.1, 0.1, -0.1], [1.1, -1.2, 0.8], [0.1, 0.2, 0.1], [0.5, 0.3, -0.6], [0.7, -0.3, -0.3], [-0.3, -0.1, 0.4], [0.4, 0.1, 0.3], [-0.6, -0.4, 0.2], [-1.0, -0.1, -0.7], [0.4, 0.4, -0.3], [-0.6, 0.9, -0.5], [0.1, 0.0, 0.4], [-2.5, 0.9, 0.7], [-0.4, -0.2, 0.1], [0.0, -0.2, 0.0], [-0.2, 0.1, -0.4], [0.0, -0.3, 0.3], [0.0, 0.7, 0.0]],
  "mulliken_charge": [-0.630, 0.792, 0.314, 0.362, 0.285, 0.267, 0.312, -1.242, -0.646, -0.145, 0.360, 0.274, 0.320, -0.203, -1.151, 0.213, 0.380, 0.338, -1.069, 0.345, 0.347, 0.817, 0.196, -0.837],
  "energy_ev": -13524.74596,
  "homo_ev": -9.6,
  "smiles": "CNC(C)=O.CNC(C)=O"
}

2.
{
  "formula": "C6H14N2O2",
  "method": "ωB97M-V with the def2-TZVPD basis set",
  "species": ["C", "H", "C", "N", "C", "C", "H", "H", "H", "O", "H", "C", "H", "H", "O", "H", "C", "H", "H", "H", "H", "H", "N", "H"],
  "xyz": [[-2.812, 0.530, 0.471], [0.974, 1.887, -0.625], [0.384, -2.293, 1.427], [1.309, -1.810, -0.774], [0.321, 2.677, -0.246], [1.001, -1.313, 0.451], [-3.436, 1.410, 0.643], [0.990, -3.074, 1.872], [1.729, -0.028, -1.788], [1.321, -0.167, 0.734], [1.072, -2.767, -0.966], [2.172, -1.030, -1.652], [2.271, -1.623, -2.576], [3.104, -0.833, -1.131], [-2.019, 2.667, -0.975], [-3.066, 0.076, -0.509], [-1.118, 2.191, -0.297], [0.358, 3.539, -0.913], [0.658, 3.010, 0.715], [0.335, -1.728, 2.410], [-0.591, -2.692, 1.217], [-0.702, 0.663, 0.960], [-1.438, 1.024, 0.373], [-2.817, -0.315, 1.178]],
  "atomic_forces_ev_per_a": [[1.2, -0.3, -1.2], [0.0, 0.1, 0.2], [0.1, 1.5, 2.9], [-0.3, 0.2, 0.5], [-0.6, 0.2, -1.1], [0.9, -0.8, -0.6], [-0.4, -0.6, 0.3], [0.7, -0.6, -1.1], [0.0, -0.6, -0.4], [-0.3, -0.2, 0.4], [0.2, 0.0, -0.2], [-0.8, -0.1, 0.0], [0.2, 0.7, 0.3], [0.4, -0.2, -0.2], [0.6, 1.0, -0.1], [-0.2, 0.4, 0.4], [-1.6, -1.7, 0.0], [0.1, -0.1, 0.0], [0.0, -0.1, 0.7], [-0.7, -0.1, -1.2], [-0.4, 0.0, -0.5], [-0.2, -0.2, 0.1], [1.4, 0.7, 0.5], [-0.3, 0.8, 0.2]],
  "mulliken_charge": [-0.952, 0.088, -1.269, -0.150, -0.870, 0.693, 0.317, 0.422, 0.153, -0.637, 0.231, -0.699, 0.334, 0.257, -0.659, 0.263, 0.709, 0.315, 0.320, 0.313, 0.342, 0.238, -0.092, 0.332],
  "energy_ev": -13524.59672,
  "homo_ev": -9.0,
  "smiles": "CNC(C)=O.CNC(C)=O"
}